Below is a cluster of 7 separate species, H14O7 in total at a distorted geometry, with properties calculated with ωB97M-V with the def2-TZVPD basis set.

Properties
- E: -534.66559 Eh
- F_max: 2.018 eV/A
- Expectation value of S²: 0.758
- Spin multiplicity: 2
- ΔE to the lowest compared entry with this formula, charge and spin: 23.4 kcal per mole
- Kohn-Sham gap (spin up / spin down): 11.0 / 3.6 eV
- Charge: +1
- LUMO (spin up / spin down): -3.61 / -11.07 eV

Last column: Löwdin spin population.
Atoms and positions in Å:
O: -1.116 1.549 2.355  0.000
O: -2.353 0.514 -0.411  -0.002
O: 0.367 -0.984 -0.007  0.003
O: -1.386 -0.527 -2.937  0.449
O: -1.785 -2.771 -0.096  0.534
O: 2.078 1.724 -0.034  0.000
O: 3.856 -0.829 0.377  0.000
H: -0.664 -1.143 -3.066  0.003
H: -3.003 1.170 -0.662  0.000
H: 1.921 1.777 0.909  0.000
H: 1.482 2.371 -0.413  0.000
H: -0.300 1.080 2.530  0.000
H: -1.319 -0.268 -2.017  0.001
H: 3.227 -0.364 0.929  0.000
H: 0.483 -0.038 -0.096  0.000
H: 1.251 -1.320 0.145  0.000
H: -0.843 2.339 1.889  0.000
H: -2.461 -2.653 0.572  0.008
H: -1.188 -2.034 0.035  0.004
H: 3.818 -0.376 -0.465  0.000
H: -2.065 0.783 0.462  0.000

=====

Below is a cluster of 10 separate species, C5H26O11 in total at a distorted geometry, with properties calculated with ωB97M-V with the def2-TZVPD basis set.

Properties
- E: -1033.35198 Eh
- F_max: 3.015 eV/A
- Expectation value of S²: 0.754
- Spin multiplicity: 2
- Kohn-Sham gap (spin up / spin down): 8.6 / 4.4 eV
- Charge: +1
- LUMO (spin up / spin down): -4.94 / -9.18 eV

Last column: Löwdin spin population.
Atoms and positions in Å:
O: 1.713 -1.672 2.194  0.005
O: 1.849 -3.472 -3.289  0.000
O: 3.827 0.584 2.863  0.000
O: 2.126 -1.570 -0.439  0.003
O: -3.966 0.150 1.087  0.006
O: 0.118 -1.372 -3.833  0.000
O: -2.628 0.139 -0.684  0.052
O: -2.614 2.529 -2.597  0.007
O: -0.021 -2.527 -1.699  0.000
O: -1.181 4.083 0.681  0.053
O: 0.915 0.307 3.879  0.009
C: -2.774 0.223 0.520  0.009
C: 0.041 0.941 -0.258  0.300
C: -1.728 0.497 1.504  0.027
C: 0.519 2.221 -0.404  0.409
C: -0.347 0.144 0.924  0.053
H: -2.101 1.754 -2.376  0.000
H: -0.253 -0.913 0.719  -0.001
H: 0.465 0.290 1.669  0.028
H: -0.773 -3.086 -1.425  0.000
H: 0.867 2.614 -1.335  0.014
H: -4.778 0.365 0.611  0.001
H: 0.041 0.315 -1.152  0.010
H: 3.133 0.969 3.414  0.000
H: -1.219 3.231 0.247  0.005
H: -1.631 4.755 0.155  0.001
H: 2.498 -2.859 -2.929  0.000
H: 0.172 -0.101 3.429  0.000
H: 2.042 -1.593 1.261  0.000
H: 0.589 -3.243 -2.086  0.000
H: -1.837 1.530 1.833  0.001
H: 3.319 -0.156 2.500  0.000
H: 1.390 -2.217 -0.620  0.000
H: 1.382 -0.465 4.222  0.000
H: -1.954 -0.137 2.386  -0.001
H: 0.537 -0.533 -4.094  0.000
H: 0.765 2.917 0.382  0.009
H: -0.100 -1.021 -2.962  0.000
H: 1.896 -0.659 -0.606  0.001
H: 1.816 -2.616 2.387  0.000
H: 1.329 -2.983 -3.944  0.000
H: -3.444 2.635 -2.135  0.000

=====

Below is a structure of composition C19H34MnN2O3P2 at a distorted geometry, with properties calculated with ωB97M-V with the def2-TZVPD basis set.

Properties
- E: -2913.21005 Eh
- F_max: 3.646 eV/A
- Expectation value of S²: 4.055
- Spin multiplicity: 4
- Kohn-Sham gap (spin up / spin down): 5.6 / 6.9 eV
- LUMO (spin up / spin down): -0.63 / 0.27 eV

Last column: Löwdin spin population.
Atoms and positions in Å:
Mn: 0.243 0.010 0.115  2.898
P: -2.818 -0.103 0.034  0.008
P: 2.741 -0.512 -0.235  -0.174
O: -1.522 -3.262 0.085  0.004
O: -1.037 -0.452 3.461  0.005
O: 1.232 2.692 0.928  -0.013
N: 0.092 0.948 1.953  0.020
N: -0.013 0.063 -1.627  0.227
C: -3.200 1.570 -0.679  0.001
C: 0.746 2.697 3.335  0.000
C: -0.160 1.666 -4.859  -0.008
C: -0.080 3.019 -4.488  0.074
C: 0.003 3.395 -3.143  -0.005
C: -3.837 -1.209 -1.052  0.001
C: -0.140 0.682 -3.899  0.054
C: -0.710 -3.576 2.315  0.001
C: 0.740 2.156 1.945  0.001
C: 3.703 -0.659 1.306  -0.025
C: -0.642 -3.769 0.837  0.002
C: 3.302 -1.878 -1.298  -0.048
C: 0.061 1.646 4.174  0.001
C: 0.602 -4.405 0.266  0.000
C: 3.359 0.982 -1.073  -0.005
C: 0.040 2.431 -2.157  0.063
C: -0.379 0.566 3.217  0.009
C: -0.028 1.043 -2.520  0.013
C: -3.906 -0.104 1.489  0.001
H: 0.218 3.641 3.321  0.000
H: 4.781 -0.818 1.195  -0.005
H: -3.435 0.458 2.296  0.000
H: -0.241 1.374 -5.903  -0.002
H: -4.008 -1.132 1.846  0.000
H: 4.440 1.111 -1.126  0.000
H: 0.431 -5.489 0.157  0.000
H: 0.046 4.441 -2.843  -0.002
H: -3.947 -2.177 -0.544  0.000
H: -3.006 1.579 -1.763  0.000
H: -1.049 -2.551 2.561  0.001
H: -4.230 1.908 -0.481  0.000
H: 2.918 0.986 -2.069  0.000
H: -4.905 0.301 1.303  0.000
H: 2.955 1.864 -0.576  -0.001
H: 0.731 1.227 4.919  0.000
H: -1.436 -4.277 2.740  0.000
H: -2.501 2.291 -0.228  0.000
H: 1.467 0.688 -0.008  -0.096
H: 3.346 -1.512 1.901  -0.001
H: -0.805 2.046 4.682  0.000
H: 2.718 -1.866 -2.223  0.000
H: -0.088 3.786 -5.255  0.005
H: 0.800 -3.980 -0.731  0.000
H: -3.282 -1.407 -1.978  0.000
H: 1.465 -4.260 0.935  0.000
H: 0.257 -3.765 2.799  0.000
H: 3.134 -2.855 -0.835  0.000
H: 3.596 0.234 1.939  0.000
H: -4.831 -0.808 -1.302  0.000
H: -0.200 -0.393 -4.103  0.004
H: 4.360 -1.832 -1.576  -0.009
H: 1.776 2.866 3.616  0.000
H: 0.139 2.686 -1.094  0.004

=====

Below is a structure of composition C5H10O at a distorted geometry, with properties calculated with ωB97M-V with the def2-TZVPD basis set.

Properties
- E: -271.56329 Eh
- F_max: 7.982 eV/A
- ΔE to the lowest compared entry with this formula, charge and spin: 118.8 kcal per mole
- Kohn-Sham gap: 11.1 eV
- LUMO: 1.00 eV

Last column: Löwdin charge in e.
Atoms and positions in Å:
O: -2.437 0.220 -0.320  -0.010
C: -0.340 1.004 0.053  -0.065
C: -0.300 -1.075 -0.099  -0.099
C: -1.246 -0.130 0.353  -0.545
C: 0.731 -0.015 0.421  -0.429
C: 1.983 0.044 -0.261  -0.089
H: -3.147 -0.278 -0.047  0.040
H: -1.606 -0.212 1.451  0.187
H: -0.495 2.194 0.252  0.174
H: 1.756 0.163 -1.283  0.057
H: 2.883 -0.507 -0.160  0.057
H: -0.315 0.503 -1.154  0.164
H: 0.952 -0.080 1.400  0.104
H: 2.495 1.088 0.214  0.153
H: -0.472 -1.944 0.496  0.110
H: -0.442 -0.975 -1.317  0.191

=====

Below is a structure of composition C31H52LuO3P2S at a distorted geometry, with properties calculated with ωB97M-V with the def2-TZVPD basis set.

Properties
- E: -3754.21689 Eh
- F_max: 3.496 eV/A
- ΔE to the lowest compared entry with this formula, charge and spin: 0.0 kcal per mole
- Kohn-Sham gap (spin up / spin down): 6.9 / 5.6 eV
- Charge: +1
- LUMO (spin up / spin down): -3.61 / -3.15 eV

Last column: Löwdin charge in e.
Atoms and positions in Å:
Lu: -0.206 -0.734 -0.546  1.714
S: 3.196 4.012 -1.623  1.005
P: -5.186 -2.086 -2.574  0.780
P: 0.671 -5.554 1.864  0.783
O: 1.113 0.789 -1.041  -0.299
O: 3.832 2.919 -0.872  -0.471
O: 2.075 4.734 -0.609  -0.375
C: -0.570 0.304 3.230  -0.189
C: 4.219 7.142 1.160  -0.025
C: 2.206 6.712 2.453  -0.026
C: 2.522 0.605 -3.015  0.014
C: 0.064 -7.286 1.684  -0.322
C: 0.823 -3.727 -1.175  -0.065
C: 0.755 2.508 1.564  -0.170
C: -2.014 1.052 1.192  -0.142
C: -6.322 -3.046 -1.485  -0.331
C: 3.078 -1.530 -0.646  -0.022
C: 0.661 0.120 2.394  -0.155
C: 1.732 5.883 1.433  -0.009
C: 2.435 -6.008 2.166  -0.321
C: 3.920 8.310 3.376  -0.058
C: 0.897 -2.361 -1.776  -0.339
C: -0.675 0.622 -3.526  -0.043
C: 3.789 6.263 0.162  -0.044
C: 0.136 -0.424 -2.851  -0.271
C: 1.463 -0.061 -2.135  -0.569
C: -0.358 2.847 0.536  -0.176
C: -0.176 -1.756 -2.587  -0.358
C: -1.420 1.827 0.253  -0.150
C: -1.493 -2.412 -2.840  -0.061
C: 1.890 -1.412 -1.520  -0.248
C: 1.248 1.104 1.683  -0.115
C: 2.545 5.647 0.313  -0.346
C: 0.190 -5.361 3.633  -0.333
C: 3.441 7.370 2.309  -0.277
C: -6.021 -2.554 -4.151  -0.323
C: -6.022 -0.452 -2.384  -0.331
C: -1.725 1.170 2.658  -0.183
H: -0.898 -5.228 3.686  0.032
H: 2.202 0.918 1.179  0.107
H: 2.512 -6.781 2.942  0.044
H: -7.106 -0.552 -2.534  0.042
H: 0.277 -7.871 2.587  0.042
H: -2.627 0.834 3.195  0.120
H: -0.135 -3.930 -0.656  0.054
H: 3.993 9.329 2.977  0.087
H: 0.135 3.092 -0.424  0.098
H: -5.814 -0.065 -1.379  0.025
H: -0.966 -0.699 3.468  0.109
H: -2.109 -1.806 -3.519  0.063
H: 3.217 8.311 4.216  0.076
H: -5.547 -2.020 -4.979  0.032
H: 0.771 5.383 1.492  0.099
H: 1.142 -0.865 2.441  0.097
H: -7.089 -2.305 -4.117  0.042
H: -1.541 2.219 2.936  0.115
H: 1.609 6.848 3.362  0.117
H: 0.674 -4.464 4.039  0.029
H: -0.293 0.782 4.189  0.129
H: 4.401 6.093 -0.724  0.089
H: -1.785 1.836 -0.785  0.111
H: 1.632 3.079 1.214  0.095
H: 1.614 -3.900 -0.427  0.046
H: 2.767 -0.132 -3.794  0.107
H: -1.318 -3.396 -3.289  0.100
H: -0.446 0.646 -4.603  0.099
H: -1.755 0.444 -3.429  0.077
H: -6.116 -4.115 -1.616  0.034
H: 3.507 -2.539 -0.705  0.092
H: 3.853 -0.811 -0.944  0.094
H: -0.466 1.628 -3.125  0.088
H: -2.812 0.351 0.905  0.104
H: 0.464 2.893 2.557  0.122
H: -2.114 -2.591 -1.940  0.050
H: -5.899 -3.629 -4.322  0.036
H: 3.406 0.850 -2.425  0.066
H: -5.604 0.243 -3.123  0.032
H: -0.825 3.775 0.918  0.128
H: 0.487 -6.246 4.213  0.041
H: 0.916 -4.494 -1.965  0.105
H: 2.860 -1.337 0.420  0.078
H: 5.189 7.640 1.052  0.124
H: 2.872 -6.379 1.232  0.034
H: 2.114 1.507 -3.479  0.082
H: 2.987 -5.115 2.479  0.031
H: 0.543 -7.754 0.818  0.036
H: -1.016 -7.263 1.509  0.031
H: -7.371 -2.837 -1.731  0.043
H: 4.913 8.026 3.745  0.085
H: -6.125 -2.780 -0.440  0.029